1) # C18H16Cl2N2O2

The molecule C18H16Cl2N2O2 (ωB97M-V/def2-TZVPD, the Open Molecules 2025 dataset).

LUMO level, eV: 0.13
SMILES: Cc1ccc(-c2noc(CCCOc3ccc(Cl)cc3Cl)n2)cc1
E_HOMO, eV: -8.04

ORCA input file:
```
! wB97M-V def2-TZVPD RIJCOSX def2/J DEFGRID3
* xyz 0 1
C -5.5159 -0.8875 -0.4132
C -3.9665 -0.8965 -0.1150
C -3.4229 0.2326 0.6275
C -2.1955 0.1005 0.9934
C -1.4038 -1.0954 0.4665
C -2.0128 -2.0402 -0.0977
C -3.3796 -2.0597 -0.3394
H -3.7189 -2.7144 -1.2265
H -1.3622 -2.7314 -0.5561
C 0.0138 -0.9636 0.9528
N 0.4859 0.1790 1.7447
O 1.7604 -0.2607 1.6443
C 2.0171 -1.6330 0.8660
N 0.8879 -1.7560 0.5230
C 3.3370 -2.0399 0.6498
H 3.8918 -1.7735 1.7598
C 4.0191 -1.6551 -0.4654
H 4.9997 -1.8250 -0.4540
H 3.5892 -1.8334 -1.4417
C 3.8123 0.0730 -0.5217
H 4.5600 0.4298 -1.4028
H 3.8305 0.5861 0.5015
O 2.5583 0.3929 -1.1393
C 1.7489 1.3825 -0.6273
C 2.2335 2.5637 -0.2515
C 1.4360 3.4090 0.3687
C 0.0449 3.1496 -0.0364
C -0.3730 2.4720 -0.8889
C 0.3981 1.2888 -1.1256
Cl -0.0207 0.0047 -2.1826
H -1.4232 2.3804 -1.2400
Cl -1.1071 4.5300 0.3384
H 1.7249 4.2345 1.0257
H 3.2389 2.3288 0.2964
H 3.2339 -3.1755 0.7313
H -1.7854 1.1343 1.6455
H -4.1878 0.9679 0.7923
H -6.0204 0.1053 -0.0570
H -5.7018 -1.1047 -1.5315
H -6.2247 -1.4998 0.1859
*
```

Atom charges from the natural (NBO) analysis, given in e for atoms 1 to 5: C -0.6517; C 0.0269; C -0.2591; C -0.1516; C -0.0898

2) # C18H16Cl2N2O2

The molecule C18H16Cl2N2O2 (ωB97M-V/def2-TZVPD, the Open Molecules 2025 dataset).

LUMO level, eV: -0.33
SMILES: CCNc1ccc([C@]2(C)C(=O)Nc3cc(Cl)cc(Cl)c3C2=O)cc1
E_HOMO, eV: -7.93

ORCA input file:
```
! wB97M-V def2-TZVPD RIJCOSX def2/J DEFGRID3
* xyz 0 1
O 2.4298 -0.8804 -2.7337
O -1.1782 -3.0759 -2.0431
Cl 3.7749 -4.2270 3.1389
Cl 4.2632 -0.1072 -0.5333
C 1.6883 -1.2174 -1.8121
C -0.3108 -2.4487 -1.4969
C 3.9547 -2.2744 1.1316
C 1.9324 -3.5860 1.2320
C 0.1901 1.9890 0.3513
C -1.9421 0.9584 0.6130
C 0.5507 1.0406 -0.6501
C -1.5934 -0.0152 -0.4039
C 3.1864 -3.3880 1.6694
C 3.3882 -1.4580 0.1680
C 2.1996 -1.8022 -0.4808
C 1.4810 -2.8807 0.1199
C -1.1311 2.0444 0.8876
C -0.3092 0.0434 -1.0334
N 0.2958 -3.1644 -0.4854
N -1.4320 3.1846 1.6058
C -0.1829 -0.8405 -3.4346
C -3.6132 4.3521 1.4579
C 0.1406 -1.0781 -1.9657
C -2.6831 3.4824 2.3087
H 4.9856 -2.1131 1.5684
H 1.2039 -4.4121 1.6299
H 1.0133 2.6374 0.4409
H -2.9073 0.9727 1.0391
H 1.5345 1.1984 -1.0858
H -2.3879 -0.7342 -0.6611
H 0.0008 -4.0873 -0.3597
H -0.7751 3.9563 1.4503
H -0.0015 0.2173 -3.5675
H -1.1944 -0.9595 -3.6650
H 0.5802 -1.4522 -4.0447
H -4.5308 4.4000 2.0008
H -3.8103 3.8820 0.4360
H -3.3084 5.3433 1.3027
H -2.4121 4.0031 3.2165
H -3.0903 2.4971 2.6882
*
```

Atom charges from the natural (NBO) analysis, given in e for atoms 1 to 5: O -0.5125; O -0.5743; Cl 0.0007; Cl 0.0138; C 0.6275

Which is most stable, and by how much? 2), by 1119.3 kJ/mol.

1) # C3H9NO3P

A cluster of 2 separate species, C3H9NO3P in total (ωB97M-V/def2-TZVPD, the Open Molecules 2025 dataset).

LUMO level, eV: 3.73
E_HOMO, eV: -3.99

ORCA input file:
```
! wB97M-V def2-TZVPD RIJCOSX def2/J DEFGRID3
* xyz -1 1
C 1.2335 1.4344 -0.0816
C -0.3362 -1.4408 2.7034
C 0.9313 0.2744 -0.9530
N -1.7431 -0.1167 -1.1232
O -0.4281 -0.4244 -3.2248
O -0.7543 1.9287 -2.5831
O 1.6602 -0.7011 -0.7382
P -0.5689 0.5687 -2.0151
H 1.0955 1.3281 1.0451
H 0.6614 2.3077 -0.2973
H 2.3056 1.5301 -0.1187
H -0.3066 -0.8793 3.6368
H -1.0251 -0.9265 2.0541
H -0.8300 -2.4414 2.8886
H -2.2509 0.5386 -0.6314
H 0.7081 -1.7169 2.2160
H -0.3525 -1.2637 -2.7779
*
```

Atom charges from the natural (NBO) analysis, given in e for atoms 1 to 5: C -0.7346; C -0.8658; C 0.2231; N -1.3924; O -0.9911

2) # C3H9NO3P

A cluster of 2 separate species, C3H9NO3P in total (ωB97M-V/def2-TZVPD, the Open Molecules 2025 dataset).

LUMO level, eV: 3.98
E_HOMO, eV: -5.15

ORCA input file:
```
! wB97M-V def2-TZVPD RIJCOSX def2/J DEFGRID3
* xyz -1 1
C 0.1182 1.2626 -1.1261
C -0.8458 0.5454 1.0465
C -0.3321 0.2469 -0.1325
N -1.1228 -2.3350 0.3121
O 1.4178 -1.8092 -0.1372
O -0.2606 -1.6637 -2.1032
O 2.6599 0.5436 0.6842
P 0.0464 -1.4794 -0.6545
H -0.2144 0.9611 -2.1171
H 1.2102 1.2789 -1.1415
H -0.2479 2.2660 -0.8929
H -1.0024 1.5712 1.3650
H -1.1346 -0.2277 1.7377
H 2.3499 -0.3170 0.3225
H -1.9275 -2.5139 -0.2749
H -0.6985 -3.2190 0.5653
H 1.9513 0.7949 1.2809
*
```

Atom charges from the natural (NBO) analysis, given in e for atoms 1 to 5: C -0.6708; C -0.4427; C -0.3356; N -1.2072; O -1.1957

Which is most stable, and by how much? 2), by 195.2 kJ/mol.

1) # C4H8IN2

A cluster of 2 separate species, C4H8IN2 in total (ωB97M-V/def2-TZVPD, the Open Molecules 2025 dataset).

LUMO level, eV: -3.97
E_HOMO, eV: -12.60

ORCA input file:
```
! wB97M-V def2-TZVPD RIJCOSX def2/J DEFGRID3
* xyz 1 1
C 1.7051 0.3868 -0.4258
C -0.0308 0.6868 1.1374
C -0.6292 0.4181 -0.2487
C -1.3004 -1.6890 -0.2513
N 0.5433 0.3886 -1.1314
N 1.4669 0.5667 0.8518
I -2.3050 1.6673 -0.9144
H 2.5750 0.2903 -1.0635
H -0.2735 1.5699 1.6578
H -0.3235 -0.1313 1.7806
H -1.7392 -1.4895 0.6916
H -0.3688 -2.0179 -0.4191
H -2.0313 -1.4991 -1.0076
H 0.5015 0.2379 -2.1813
H 2.2099 0.6144 1.5241
*
```

Atom charges from the natural (NBO) analysis, given in e for atoms 1 to 5: C 0.3568; C -0.2974; C -0.0473; C -0.4121; N -0.5942

2) # C4H8IN2

A cluster of 2 separate species, C4H8IN2 in total (ωB97M-V/def2-TZVPD, the Open Molecules 2025 dataset).

LUMO level, eV: -5.93
E_HOMO, eV: -13.59

ORCA input file:
```
! wB97M-V def2-TZVPD RIJCOSX def2/J DEFGRID3
* xyz 1 1
C -0.3987 -1.3257 1.0397
C -1.8358 1.3942 -0.6013
C -0.5954 -0.8306 -0.3918
C -0.7169 0.6745 -0.4240
N 1.5209 1.5944 -0.1313
N 0.4514 1.2995 -0.2405
I 3.7086 -0.2721 -0.0579
H -0.2609 -2.4021 1.0287
H 0.4816 -0.8818 1.4991
H -1.2670 -1.0963 1.6516
H -2.7769 0.8973 -0.7868
H 4.7831 0.8688 -0.1892
H -1.8421 2.4740 -0.5713
H 0.2531 -1.1397 -1.0080
H -1.5049 -1.2546 -0.8172
*
```

Atom charges from the natural (NBO) analysis, given in e for atoms 1 to 5: C -0.6086; C -0.1571; C -0.4203; C 0.0094; N 0.3078

Which is most stable, and by how much? 2), by 14.4 kJ/mol.

1) # C4H4N2

The molecule C4H4N2 (ωB97M-V/def2-TZVPD, the Open Molecules 2025 dataset).

LUMO level (spin up / spin down), eV: -0.21 / -0.20
E_HOMO (spin up / spin down), eV: -8.24 / -8.24

ORCA input file:
```
! wB97M-V def2-TZVPD RIJCOSX def2/J DEFGRID3
* xyz 0 1
C 0.6288 0.8731 0.0568
C 1.1438 -0.5016 -0.1342
N 0.8980 -1.5046 0.7947
N -0.2464 -1.3126 0.1106
C -1.2227 -0.4489 -0.0575
C -0.7236 0.8982 0.0213
H 1.2894 1.7289 0.1318
H 1.8416 -0.7077 -0.9566
H -2.2481 -0.7922 -0.1130
H -1.3609 1.7675 0.1462
*
```

Atom charges from the natural (NBO) analysis, given in e for atoms 1 to 5: C -0.2548; C 0.0629; N -0.2142; N -0.1412; C -0.0512

2) # C4H4N2

A structure of composition C4H4N2 (ωB97M-V/def2-TZVPD, the Open Molecules 2025 dataset).

LUMO level (spin up / spin down), eV: -0.18 / -0.18
E_HOMO (spin up / spin down), eV: -7.94 / -7.95

ORCA input file:
```
! wB97M-V def2-TZVPD RIJCOSX def2/J DEFGRID3
* xyz 0 1
C 1.2925 -0.6448 0.4206
C 0.4999 -1.6074 0.0388
C 1.5021 0.7365 0.0494
C 0.3763 1.0472 -0.5298
N -0.4038 -0.7006 -0.5071
N -1.6566 -0.6419 0.0377
H 2.3958 1.2740 0.2946
H -0.2718 1.7684 -0.9512
H -1.8792 0.2203 0.5251
H -1.8551 -1.4517 0.6220
*
```

Atom charges from the natural (NBO) analysis, given in e for atoms 1 to 5: C 0.0932; C -0.1462; C -0.3358; C -0.0705; N -0.1408

Which is most stable, and by how much? 1), by 323.1 kJ/mol.

1) # C4H4N2

A structure of composition C4H4N2 (ωB97M-V/def2-TZVPD, the Open Molecules 2025 dataset).

LUMO level, eV: -0.34
E_HOMO, eV: -9.04

ORCA input file:
```
! wB97M-V def2-TZVPD RIJCOSX def2/J DEFGRID3
* xyz 0 1
C 1.6785 0.8313 -0.4705
C 3.1225 -0.2269 0.0664
C 0.9041 -0.2151 -0.0856
C -0.5316 -0.5703 0.0078
N 4.1656 0.2424 0.0457
N 2.0021 -0.8375 0.3224
H 1.9510 1.5149 0.3730
H -1.1477 0.2961 -0.0007
H -0.6848 -1.2254 0.8780
H -0.6648 -1.2606 -0.8168
*
```

Atom charges from the natural (NBO) analysis, given in e for atoms 1 to 5: C -0.1003; C 0.3058; C 0.2438; C -0.6658; N -0.3204

2) # C4H4N2

The molecule C4H4N2 (ωB97M-V/def2-TZVPD, the Open Molecules 2025 dataset).

LUMO level, eV: 0.64
SMILES: C#C[C@H](N)C#N
E_HOMO, eV: -9.25

ORCA input file:
```
! wB97M-V def2-TZVPD RIJCOSX def2/J DEFGRID3
* xyz 0 1
N 0.1115 0.7311 -1.1682
C 0.2917 0.5996 0.3714
C -0.6970 -0.4098 0.4118
C -1.4384 -1.3504 0.4588
C 1.5992 0.1209 0.9288
N 2.6050 -0.2738 1.3482
H 0.3859 -0.0675 -1.7311
H -0.7837 1.0956 -1.5022
H 0.0550 1.5438 0.8958
H -2.1293 -1.9894 -0.0132
*
```

Atom charges from the natural (NBO) analysis, given in e for atoms 1 to 5: N -0.8105; C -0.2094; C -0.0227; C -0.2300; C 0.2743

3) # C4H4N2

The molecule C4H4N2 (ωB97M-V/def2-TZVPD, the Open Molecules 2025 dataset).

LUMO level, eV: 0.09
SMILES: CC(C#N)C#N
E_HOMO, eV: -12.09

ORCA input file:
```
! wB97M-V def2-TZVPD RIJCOSX def2/J DEFGRID3
* xyz 0 1
C 0.8372 0.5509 0.2990
C -0.5345 -0.1320 0.0648
C -1.4583 0.4798 -0.8980
N -2.2212 1.0308 -1.5710
C -0.0258 -1.5144 -0.0255
N 0.8159 -2.1467 0.4648
H 1.2292 -0.1764 1.1070
H 0.7282 1.6550 0.2474
H 1.5815 0.2987 -0.4508
H -1.0663 -0.1522 1.0236
*
```

Atom charges from the natural (NBO) analysis, given in e for atoms 1 to 5: C -0.5954; C -0.4114; C 0.2782; N -0.2721; C 0.2840

Which is most stable, and by how much? 3), by 145.4 kJ/mol.